A molecular structure, C45H49BCl2N11O3S3Zr in a non-equilibrium geometry. Source: the Open Molecules 2025 dataset; level of theory: ωB97M-V/def2-TZVPD.

```
115
Properties=species:S:1:pos:R:3
Zr 2.18342 -0.66069 -1.77863
C -1.71086 2.47095 -3.37702
C -1.98177 1.67760 -2.14038
C -3.24542 1.34889 -1.73911
C -3.47920 0.58781 -0.56754
N -2.47464 0.19042 0.17630
N -1.23597 0.52980 -0.21416
B -0.15277 0.10664 0.76096
N 0.38067 -1.41138 0.65403
N -0.40949 -1.07356 1.69667
C -0.78153 -1.89068 2.64841
C -0.38955 -3.24438 2.44081
C 0.30289 -3.65414 1.33905
C 0.64074 -5.08825 1.11324
C 0.71967 -2.66549 0.35595
S 1.53878 -3.13424 -1.05916
C -1.51515 -1.36545 3.86486
C -1.99126 -2.51395 4.75453
C -0.50178 -0.49854 4.63755
C -2.70289 -0.50522 3.42990
N 0.63756 1.25815 1.33965
N -0.30818 2.00785 1.96424
C 0.07664 3.09484 2.57353
C 1.45397 3.45013 2.60048
C 2.39840 2.69294 1.98148
C 3.84839 3.05508 1.98566
C 1.93681 1.53191 1.28000
S 3.05495 0.52840 0.45278
C -0.96757 3.95263 3.25924
C -0.86025 5.38210 2.70709
C -2.37302 3.41465 3.00638
C -0.67034 3.94405 4.76649
C -0.92246 1.21289 -1.31966
S 0.73852 1.54953 -1.68529
C -4.87354 0.19649 -0.08995
C -5.94474 0.54628 -1.12535
C -5.16572 0.95976 1.20827
C -4.90091 -1.31653 0.16129
H -2.63599 2.68120 -3.90842
H -1.03265 1.93783 -4.04483
H -1.23042 3.41796 -3.12457
H -4.08724 1.66332 -2.33939
H -0.68411 -3.97519 3.17974
H 0.29024 -5.70489 1.93662
H 1.71981 -5.20910 1.00049
H 0.18608 -5.44326 0.18556
H -1.16612 -3.10551 5.15400
H -2.68893 -3.17521 4.23740
H -2.52045 -2.09007 5.60729
H 0.39087 -1.06262 4.91478
H -0.97343 -0.14959 5.55624
H -0.20516 0.37567 4.05508
H -3.46591 -1.09408 2.91902
H -2.38705 0.30248 2.76854
H -3.15681 -0.06559 4.31872
H 1.75092 4.35034 3.12235
H 4.01738 3.93750 2.59787
H 4.18964 3.26022 0.96944
H 4.45635 2.23612 2.37066
H -0.99337 5.40351 1.62360
H 0.09297 5.85440 2.94632
H -1.64284 5.99644 3.15180
H -2.59841 3.35582 1.93954
H -3.09614 4.08507 3.47005
H -2.51156 2.42184 3.43619
H 0.30376 4.37832 4.99631
H -0.70150 2.93016 5.17114
H -1.42103 4.53583 5.29037
H -6.02340 1.62065 -1.29930
H -6.91318 0.21428 -0.75255
H -5.77621 0.04376 -2.08061
H -5.15652 2.03919 1.04350
H -4.43884 0.72640 1.98646
H -6.15723 0.68722 1.56994
H -4.81647 -1.86756 -0.77802
H -5.85000 -1.59118 0.62164
H -4.09572 -1.63042 0.82661
Cl 6.49768 1.27717 -6.81630
C 5.09203 0.80622 -5.97907
C 5.15018 0.32460 -4.73568
C 3.91847 -0.04435 -4.02825
N 3.86892 -1.17330 -3.13369
C 5.04693 -1.87187 -2.87364
O 5.90482 -2.08485 -3.68708
C 5.12508 -2.30981 -1.45695
C 6.17340 -3.11082 -1.04580
C 6.22755 -3.49385 0.28344
C 5.21528 -3.06348 1.12667
C 4.20550 -2.26408 0.62393
N 4.15088 -1.86249 -0.65372
C 2.60699 0.05706 -4.73561
C 2.59479 0.60632 -6.03049
C 3.78223 0.95892 -6.62200
Cl 3.72981 1.63044 -8.16250
N 1.61322 -0.40805 -3.98354
C 0.33939 -0.57289 -4.58106
O 0.03696 -0.15564 -5.66644
C -0.65180 -1.36227 -3.79281
C -1.67557 -1.97232 -4.50563
C -2.63559 -2.68068 -3.80860
C -2.54628 -2.70835 -2.42564
C -1.49310 -2.06202 -1.80638
N -0.52868 -1.40640 -2.46518
H 6.09108 0.25650 -4.21249
H 6.91639 -3.41036 -1.77179
H 7.03232 -4.11451 0.65330
H 5.20161 -3.33448 2.17309
H 3.41261 -1.92127 1.27292
H 1.68371 0.75729 -6.57689
H -1.69550 -1.88008 -5.58181
H -3.43679 -3.18838 -4.32856
H -3.27996 -3.22644 -1.82314
H -1.44588 -2.07083 -0.72786
O 4.68012 1.36237 -2.19159
N 3.76751 0.75847 -2.62534
```

Calculated values
Frontier orbital gap (eV): 7.0
Total charge: +3
HOMO energy (eV): -15.89
Energy relative to the best compared isomer or geometry (same formula, charge and spin) (kcal/mol): 54.77
Strongest force on any atom (hartree/bohr): 0.02615


2 unconnected molecules or ions with the total composition C45H49N2OSi in a non-equilibrium geometry. Source: the Open Molecules 2025 dataset; level of theory: ωB97M-V/def2-TZVPD.

```
98
Properties=species:S:1:pos:R:3
C 3.24361 2.25782 5.50346
Si 3.84140 0.70424 4.68190
C 4.12525 0.98306 2.87083
C 5.29468 -0.07497 5.52445
O 2.63867 -0.42497 4.94214
C 1.59083 -0.91904 4.13980
C 0.87150 0.25300 3.42751
C 0.77352 0.34622 2.03468
C -0.12465 1.26151 1.46480
C -0.75306 2.21742 2.26195
C -0.48673 2.25477 3.63655
C 0.32659 1.27438 4.22206
C 2.12202 -2.08122 3.25359
C 3.33836 -2.70897 3.54674
C 3.84056 -3.70842 2.69900
C 3.09885 -4.13051 1.59382
C 1.81963 -3.60673 1.38740
C 1.32880 -2.59731 2.22686
C 0.62966 -1.56809 5.21002
C 1.27768 -2.69978 6.04079
C 0.45136 -3.96696 5.81386
C -0.73525 -3.58318 4.91318
N -0.54076 -2.16862 4.59237
C -1.45377 -1.44028 3.91886
C -2.52526 -1.89408 3.17626
C -3.82614 -1.31227 3.34706
C -4.99150 -1.97047 2.87685
C -6.24464 -1.39808 3.04547
C -6.37392 -0.15186 3.67560
C -5.23841 0.49834 4.18298
C -3.98197 -0.08125 4.04175
H 3.97564 3.05596 5.33579
H 2.27921 2.57748 5.09559
H 3.13099 2.08898 6.58098
H 5.09850 1.48454 2.76562
H 4.14868 0.03820 2.31457
H 3.34639 1.62894 2.44817
H 6.12560 0.63682 5.50176
H 5.04961 -0.31914 6.56440
H 5.59905 -0.99385 5.00756
H 1.37156 -0.30579 1.39708
H -0.32287 1.23073 0.39236
H -1.43044 2.94934 1.81703
H -0.91085 3.04367 4.26337
H 0.50181 1.28987 5.30469
H 3.90137 -2.42613 4.43863
H 4.81124 -4.15245 2.91889
H 3.50570 -4.88054 0.91219
H 1.18614 -3.97356 0.57851
H 0.32120 -2.19742 2.08976
H 0.32284 -0.76244 5.90536
H 2.34315 -2.83139 5.81342
H 1.21808 -2.39101 7.09497
H 1.04282 -4.76581 5.35865
H 0.07252 -4.33361 6.77104
H -0.76892 -4.17952 3.98492
H -1.68977 -3.73856 5.44526
H -1.33253 -0.35652 4.01199
H -2.41753 -2.76254 2.51840
H -4.87925 -2.94766 2.39034
H -7.13240 -1.93585 2.69743
H -7.35403 0.30934 3.78376
H -5.33025 1.44568 4.72177
H -3.10068 0.40490 4.47695
C -5.67296 1.40571 -5.60116
C -5.53354 0.63232 -4.35573
N -6.00455 -0.63030 -4.24060
C -5.77894 -1.13590 -2.95592
C -5.09263 -0.12963 -2.22945
C -4.52012 -0.43788 -1.00003
C -4.68794 -1.73311 -0.49852
C -5.41504 -2.70774 -1.20395
C -5.94832 -2.42603 -2.47303
C -4.95436 1.02430 -3.10604
C -4.30021 2.21788 -2.79723
C -4.29737 2.85695 -1.52828
C -5.25069 2.56708 -0.50327
C -5.17008 3.19972 0.72918
C -4.10767 4.07587 1.00728
C -3.87764 4.58467 2.39898
C -3.23492 4.45745 -0.02531
C -3.34256 3.88422 -1.27678
H -5.49755 2.45979 -5.37021
H -4.94613 1.10197 -6.37250
H -6.68482 1.29041 -6.01856
H -6.44983 -1.14100 -4.99922
H -3.93679 0.31465 -0.46581
H -4.23329 -1.99618 0.45830
H -5.54008 -3.69964 -0.76434
H -6.46247 -3.17038 -3.07980
H -3.80570 2.74122 -3.61920
H -6.06081 1.85763 -0.69090
H -5.92085 3.01557 1.50760
H -3.06675 5.32748 2.40450
H -4.78156 5.04975 2.81910
H -3.58874 3.75697 3.06926
H -2.47202 5.21614 0.17531
H -2.68158 4.18842 -2.09517
```

Calculated values
Frontier orbital gap (eV): 3.5
Total charge: +1
HOMO energy (eV): -8.37
Energy relative to the best compared isomer or geometry (same formula, charge and spin) (kcal/mol): 43.48
Strongest force on any atom (hartree/bohr): 0.02682


A molecular structure, C45H51AsN6O8SSr. Source: the Open Molecules 2025 dataset; level of theory: ωB97M-V/def2-TZVPD.

```
113
Properties=species:S:1:pos:R:3
Sr 0.36970 -0.48662 0.44741
C -3.19394 -3.58634 1.66072
O -2.91010 -4.29513 0.45349
C -1.63491 -4.83246 0.37018
C -1.52457 -6.17410 0.08526
C -0.27549 -6.77380 -0.09283
C 0.85537 -5.98849 0.04466
C 0.77803 -4.62633 0.33771
C 2.03450 -3.88232 0.44859
N 2.17320 -2.65567 0.76619
N 3.51580 -2.18712 0.73441
C 4.15792 -2.30250 1.84518
O 2.35711 1.07338 0.98696
C 5.54361 -1.80817 1.77049
C 6.61343 -2.59386 1.33429
C 7.91744 -2.10860 1.35009
C 8.18515 -0.82457 1.80175
C 7.12669 -0.02771 2.24192
C 5.83349 -0.51507 2.24502
C -0.48658 -3.98017 0.48201
O -0.59393 -2.73140 0.68761
H -4.26432 -3.37725 1.64665
H -2.62204 -2.66364 1.72428
H -2.96216 -4.21227 2.52885
H -2.43909 -6.75141 -0.00565
H -0.20046 -7.83074 -0.31684
H 1.84046 -6.43198 -0.07191
H 2.93753 -4.47378 0.24735
H 6.41323 -3.60021 0.97912
H 8.72925 -2.73896 1.00014
H 9.20061 -0.44502 1.81339
H 7.31584 0.98634 2.57629
H 5.00059 0.09835 2.57295
C -4.19880 0.42747 -0.70260
O -5.08134 1.25610 0.06455
C -5.03499 2.60657 -0.03819
C -6.24719 3.25038 0.22529
C -6.36099 4.62537 0.17365
C -5.24996 5.40005 -0.13968
C -4.03884 4.77539 -0.37054
C -3.90193 3.38570 -0.32307
N -2.63244 2.82556 -0.59933
C -1.74609 2.34925 0.37618
N -2.34584 2.02943 1.53831
C -1.81288 1.42790 2.72443
C -0.89766 0.38713 2.67894
C -0.54312 -0.11658 3.94746
C -1.07556 0.35352 5.13663
C -2.01887 1.38223 5.12915
C -2.38343 1.91969 3.90770
O -3.32413 2.93195 3.76203
C -4.00062 3.34564 4.91828
N -0.48383 2.18858 0.11866
C 0.03578 2.86242 -0.99309
C 0.71069 2.19218 -2.01221
C 1.14424 2.86290 -3.14581
C 0.97757 4.23435 -3.26688
C 0.41206 4.93661 -2.21282
C -0.03493 4.26608 -1.08603
O -0.58197 5.00446 -0.06039
C 0.22514 4.96318 1.12787
H -4.69846 -0.53813 -0.76415
H -3.23518 0.30122 -0.21682
H -4.04742 0.83692 -1.70130
H -7.09826 2.62307 0.45756
H -7.31774 5.09194 0.37482
H -5.32037 6.47949 -0.17869
H -3.13915 5.34946 -0.56101
H -2.14019 3.28909 -1.34864
H -3.28320 2.38169 1.64915
H 0.17857 -0.92869 4.00894
H -0.77353 -0.07800 6.08661
H -2.44343 1.74440 6.05559
H -4.73070 4.08922 4.60088
H -3.31890 3.80061 5.64534
H -4.51978 2.51110 5.40232
H 0.93258 1.13693 -1.90223
H 1.63623 2.30599 -3.93355
H 1.32412 4.75887 -4.14915
H 0.32303 6.01643 -2.23119
H -0.30936 5.55036 1.87291
H 1.21034 5.38684 0.92556
H 0.35827 3.93830 1.47568
N 3.13388 3.26758 0.37835
C 2.74464 2.19524 0.67749
O -1.32082 -0.51066 -1.46065
S -0.89815 -1.01267 -2.81825
C -2.48199 -1.29890 -3.69548
C -2.59882 -2.78993 -4.00095
C -1.93594 -3.49023 -2.81896
C -0.59583 -2.79619 -2.65557
H -2.54443 -0.64457 -4.56451
H -3.22256 -0.98929 -2.95639
H -2.06754 -3.03201 -4.92723
H -3.64327 -3.07969 -4.13373
H -1.81233 -4.56380 -2.96929
H -2.53135 -3.34999 -1.91550
H 0.11377 -3.05704 -3.44665
H -0.10441 -2.93199 -1.69521
C 3.52208 -0.35741 -3.92375
As 3.38160 -0.98600 -2.07942
C 4.54775 0.23620 -1.19326
C 4.10726 -2.76300 -2.28498
O 1.76781 -0.90407 -1.71767
H 4.55620 -0.34856 -4.27053
H 3.12013 0.65381 -3.95516
H 2.92197 -1.00152 -4.56710
H 5.49427 0.24077 -1.73692
H 4.69587 -0.04236 -0.15837
H 4.07964 1.22072 -1.23886
H 4.94390 -2.69896 -2.98323
H 3.31915 -3.38658 -2.70846
H 4.41862 -3.15184 -1.32262
```

Calculated values
Frontier orbital gap (eV): 4.8
Total charge: -2
HOMO energy (eV): -1.19
Energy relative to the best compared isomer or geometry (same formula, charge and spin) (kcal/mol): 55.28
Strongest force on any atom (hartree/bohr): 0.01813


A molecular structure, C45H51BrF5N5O3PS2Se2Sr in a non-equilibrium geometry. Source: the Open Molecules 2025 dataset; level of theory: ωB97M-V/def2-TZVPD.

```
116
Properties=species:S:1:pos:R:3
Sr 0.15553 0.05483 -0.93749
C 4.97111 0.77810 -7.40907
C 5.41487 0.00856 -6.15726
C 6.54158 0.79770 -5.49342
C 5.96869 -1.35961 -6.57803
C 4.22903 -0.19129 -5.21408
C 4.20899 0.25766 -3.89970
C 3.10658 0.00140 -3.10911
Br 3.15922 0.69802 -1.32266
C 1.96063 -0.72316 -3.51355
O 0.99976 -0.97325 -2.67343
C 1.96937 -1.12956 -4.87230
C 3.09211 -0.86534 -5.65105
C 0.80455 -1.87785 -5.54647
C 0.33942 -1.08443 -6.77874
C -0.41910 -2.08070 -4.64506
C 1.27942 -3.27056 -5.98653
H 5.81729 0.92743 -8.08730
H 4.57083 1.75717 -7.13553
H 4.19288 0.24474 -7.95900
H 7.36897 0.92206 -6.19699
H 6.92882 0.28310 -4.61110
H 6.21071 1.79299 -5.18706
H 6.83011 -1.24221 -7.24321
H 5.21573 -1.95031 -7.10370
H 6.28335 -1.92937 -5.70113
H 5.03537 0.80901 -3.47368
H 3.08101 -1.21739 -6.67732
H 0.03812 -0.07583 -6.48785
H -0.52111 -1.58100 -7.23708
H 1.11607 -0.99610 -7.53991
H -0.82079 -1.14172 -4.26181
H -0.17801 -2.70795 -3.78638
H -1.19628 -2.57592 -5.23829
H 2.10811 -3.21843 -6.69561
H 0.45898 -3.81481 -6.46551
H 1.61651 -3.84678 -5.12195
F -7.16457 -1.66363 1.31670
C -6.14230 -1.13756 0.61489
C -4.83913 -1.31570 1.02955
F -4.58398 -2.01345 2.14531
C -3.80535 -0.76469 0.29005
F -2.56485 -0.95972 0.75747
C -3.99748 -0.02045 -0.87065
S -2.65770 0.71198 -1.75081
C -5.32766 0.13173 -1.24990
F -5.64938 0.83948 -2.35039
C -6.38240 -0.40909 -0.53317
F -7.65164 -0.22664 -0.94718
Se 0.01825 -1.01973 2.47579
P 1.39563 -0.00938 3.76807
Se 2.17238 1.89007 3.12678
C 2.77316 -1.16764 4.12753
C 2.54526 -2.27571 4.94491
C 3.55030 -3.20263 5.17332
C 4.79612 -3.04068 4.57583
C 5.02609 -1.94521 3.75740
C 4.02084 -1.00852 3.53804
C 0.60452 0.18192 5.41729
C -0.63116 -0.39180 5.69418
C -1.21659 -0.23930 6.94941
C -0.56529 0.48111 7.93695
C 0.67373 1.05579 7.66710
C 1.25179 0.91285 6.41593
H 1.57151 -2.41718 5.39962
H 3.36070 -4.05590 5.81269
H 5.58105 -3.76665 4.74840
H 5.99127 -1.81484 3.28398
H 4.19641 -0.14569 2.90668
H -1.13782 -0.94537 4.91345
H -2.18362 -0.68516 7.14686
H -1.02081 0.60197 8.91224
H 1.18494 1.62519 8.43362
H 2.20442 1.38102 6.19558
O 1.83249 -2.16975 -0.04277
H 1.05930 -2.64052 -0.38266
H 1.63979 -2.05773 0.90080
N -2.44002 -4.01298 -1.93163
C -1.81036 -2.83367 -1.67051
N -1.02442 -2.88661 -0.63068
C -1.13479 -4.20009 -0.17194
C -0.52836 -4.80033 0.93092
C -0.82200 -6.12713 1.17789
C -1.70957 -6.84508 0.35495
C -2.32620 -6.25525 -0.73214
C -2.01747 -4.91937 -0.97223
H -3.09932 -4.16747 -2.67264
H -1.99347 -1.94673 -2.26709
H 0.13878 -4.23076 1.56661
H -0.36877 -6.62600 2.02459
H -1.91695 -7.88340 0.58050
H -3.01266 -6.80904 -1.35955
C -0.42001 6.06459 -0.28952
N -0.09824 4.71352 -0.67511
C -0.04274 4.22355 -2.04204
C 0.10270 2.74020 -1.79884
O 0.22887 1.89392 -2.67662
N 0.06079 2.46534 -0.44819
C -0.07807 3.64707 0.15464
N -0.21834 3.76402 1.47254
H -0.12448 6.73441 -1.09426
H 0.14053 6.36553 0.59636
H -1.48634 6.20298 -0.09261
H 0.81448 4.60972 -2.59416
H -0.96126 4.41564 -2.60001
H 0.00465 2.95372 2.05559
H -0.10094 4.66145 1.90721
C -2.72869 2.07823 4.21557
S -2.76697 1.48945 2.51885
C -4.12613 2.48872 1.89465
H -2.63344 3.16577 4.25584
H -1.85003 1.63955 4.69434
H -3.61752 1.77822 4.77322
H -5.07592 2.22260 2.36371
H -4.19393 2.29232 0.82298
H -3.93815 3.55563 2.04029
```

Calculated values
Frontier orbital gap (eV): 6.7
Total charge: -1
HOMO energy (eV): -4.80
Energy relative to the best compared isomer or geometry (same formula, charge and spin) (kcal/mol): 16.90
Strongest force on any atom (hartree/bohr): 0.04625


Q: What is the strongest force on any atom in the first record?
A: 0.02615 hartree/bohr


Q: The lowest HOMO energy belongs to which entry?
A: C45H49BCl2N11O3S3Zr


Q: Which of these has the lowest HOMO energy?
A: C45H49BCl2N11O3S3Zr


Q: Among the records above, which one has the highest frontier orbital gap?
A: C45H49BCl2N11O3S3Zr